1.
This record from OMol25 describes C13H26N3O3Pb as an isolated structure. The level of theory is ωB97M-V/def2-TZVPD.

Maximum force in eV/Å: 6.11
Highest occupied orbital energy in eV: -2.5
Net charge: -1
DFT total energy in eV: -29759.374
Spin multiplicity: 1

CARTESIAN COORDINATES (ANGSTROEM)
Pb (2.080112, -2.824025, -25.169448)
O (4.227869, -3.796646, -26.338423)
O (1.122192, -4.080097, -26.952048)
O (1.931726, -5.224756, -24.412814)
N (3.418331, -0.701694, -23.891907)
N (0.525883, -1.442429, -23.173040)
N (0.761642, -0.573575, -26.065240)
C (0.313567, -0.795780, -19.286017)
C (0.279901, 2.788936, -25.185340)
C (0.425989, 0.510403, -26.226127)
C (3.933069, 3.407687, -21.283644)
C (3.823127, 0.299646, -23.507432)
C (-0.225012, -1.527528, -22.308312)
C (5.401066, -3.048329, -26.191391)
C (-0.199388, 2.281399, -23.828677)
C (4.330848, 1.536385, -22.953908)
C (-0.648861, -1.837509, -19.828418)
C (0.018976, 1.910840, -26.382873)
C (3.474303, 2.061496, -21.819820)
C (-1.215596, -1.537227, -21.225486)
H (0.428146, 2.344091, -27.294391)
H (5.630997, -2.879497, -25.114253)
H (-2.059824, -2.169244, -21.494514)
H (-0.248188, -2.851659, -19.793724)
H (5.341509, 1.408547, -22.560238)
H (0.108293, 2.961033, -23.028678)
H (5.385472, -2.030090, -26.607723)
H (4.973764, 3.423060, -20.949260)
H (1.807242, -4.903350, -23.503594)
H (0.225182, 1.304770, -23.591702)
H (-1.063005, 1.818110, -26.523810)
H (1.307040, 3.125808, -25.027519)
H (6.280083, -3.673619, -26.415125)
H (1.274320, -0.907677, -19.792274)
H (-1.621277, -0.527853, -21.109867)
H (4.406112, 2.287870, -23.743818)
H (0.402879, -0.881191, -18.205809)
H (0.281137, -4.102067, -27.414074)
H (3.716648, 4.177235, -22.028519)
H (-0.260861, 3.720178, -25.384535)
H (2.402716, 2.047146, -22.042447)
H (3.473240, 3.779026, -20.363192)
H (3.411653, 1.393556, -20.952236)
H (-0.060756, 0.200240, -19.536818)
H (-1.490664, -1.832864, -19.129455)
H (-1.286574, 2.320864, -23.727109)

Cartesian forces (eV/Å) of the 2 atoms listed first:
Pb 0.8519 -5.4408 -2.6379
O -0.0957 1.7115 0.3578

2.
This record from OMol25 describes C13H26N6O6Rh as an isolated structure. The level of theory is ωB97M-V/def2-TZVPD.

Maximum force in eV/Å: 4.13
Highest occupied orbital energy (alpha / beta) in eV: -8.7 / -10.5
Net charge: +1
DFT total energy in eV: -38119.498
Spin multiplicity: 5

CARTESIAN COORDINATES (ANGSTROEM)
Rh (-0.239452, -0.247396, -0.357707)
O (1.437226, -1.037466, -1.467736)
O (0.590868, 2.300373, 1.311133)
O (-0.858748, 0.224113, -3.055635)
O (3.796003, 0.584134, -1.307503)
O (-0.015637, -3.063720, -1.029343)
O (-0.595405, 0.479247, 2.478938)
N (-2.262307, 0.213161, -0.017254)
N (-0.086014, -2.264206, -0.004672)
N (-4.422977, 0.032971, 0.097094)
N (0.353077, 1.753594, 0.159230)
N (-0.310792, 0.806090, -2.077229)
N (-0.251424, -0.497781, 1.628291)
C (0.110862, -2.735455, 1.255009)
C (-2.799218, 1.467641, -0.250501)
C (0.033966, -1.691696, 2.206710)
C (0.316908, 2.044467, -2.137297)
C (0.972351, 4.031636, -0.597497)
C (0.716875, 2.681983, -3.436345)
C (-3.167756, -2.076038, 0.478492)
C (4.440469, 0.444510, -0.067094)
C (0.064906, -1.904266, 3.685093)
C (0.340472, -4.190608, 1.570696)
C (-3.261911, -0.636747, 0.194241)
C (0.564477, 2.620266, -0.870055)
C (-4.160853, 1.362226, -0.214012)
H (3.971512, 1.257244, -1.983176)
H (-4.927004, 2.100901, -0.383041)
H (0.895791, -1.725208, -1.937730)
H (2.970147, 0.080152, -1.434695)
H (1.055972, 4.613013, -1.531739)
H (0.204058, 2.253511, -4.314550)
H (3.640315, -0.055804, 0.492033)
H (-0.106885, 1.310892, 2.103694)
H (0.899157, -2.592314, 3.898660)
H (-0.583848, -4.793131, 1.714579)
H (5.329272, -0.173960, -0.254839)
H (-2.459695, -2.539576, -0.207586)
H (-4.148962, -2.543432, 0.377914)
H (0.234138, -0.954757, 4.209284)
H (1.813037, 2.583794, -3.592334)
H (-5.335328, -0.404211, 0.193947)
H (0.936448, -4.657837, 0.772498)
H (1.948258, 3.999003, -0.085291)
H (-2.829860, -2.216931, 1.509828)
H (-2.180369, 2.328910, -0.467060)
H (0.259368, 4.551463, 0.066270)
H (4.640982, 1.410478, 0.375044)
H (1.908720, -1.643625, -0.825319)
H (0.917369, -4.294458, 2.501270)
H (0.518765, 3.768006, -3.405058)
H (-0.877324, -2.363155, 4.032351)

Cartesian forces (eV/Å) of the 2 atoms listed first:
Rh -1.5948 2.4591 1.7564
O 3.9735 -1.1022 -0.1548

3.
This record from OMol25 describes C13H26N6O6V as an isolated structure. The level of theory is ωB97M-V/def2-TZVPD.

Maximum force in eV/Å: 3.27
Highest occupied orbital energy (alpha / beta) in eV: -7.6 / -6.3
Net charge: 0
DFT total energy in eV: -60807.866
Spin multiplicity: 4

CARTESIAN COORDINATES (ANGSTROEM)
V (-0.048703, 0.049583, -0.072016)
O (1.381881, 2.171982, 1.437695)
O (-1.376700, -2.143920, -1.633685)
O (-4.012581, -1.871890, 0.233495)
O (1.955120, 1.951477, -1.128424)
O (-1.193442, -2.255331, 1.179224)
O (-3.602953, 0.252823, 2.120002)
N (-0.523102, -1.053834, -1.595882)
N (-0.817637, -1.047610, 1.366069)
N (0.542875, 1.170668, 1.467295)
N (1.825050, -1.186972, 0.279571)
N (3.518646, -2.537500, -0.130300)
N (1.047810, 0.959804, -1.410440)
C (1.003166, 0.403335, -2.633486)
C (2.372272, -1.994710, -0.613163)
C (-0.764199, -0.436388, 2.597316)
C (0.039438, -1.607096, -3.939878)
C (0.115675, -0.729110, -2.743093)
C (-0.051323, 0.797170, 2.646440)
C (0.130002, 1.653594, 3.849923)
C (1.872606, 0.903812, -3.723981)
C (-1.393198, -1.110354, 3.756895)
C (2.638799, -1.218053, 1.394324)
C (3.691757, -2.049806, 1.150124)
C (4.422223, -3.428549, -0.835146)
C (-1.457538, 1.382511, -0.388108)
H (-3.800079, -1.147158, -0.380713)
H (1.784978, 2.180547, -0.124779)
H (0.933872, -2.244293, -4.034606)
H (-2.162625, 0.906387, 0.324228)
H (-0.299184, 2.649699, 3.687563)
H (1.193832, 1.768958, 4.082736)
H (-2.451996, -1.261218, 3.546121)
H (-0.832375, -2.269706, -3.929571)
H (-4.250148, -1.378605, 1.056237)
H (4.526363, -4.374858, -0.289820)
H (1.991552, -2.255620, -1.584633)
H (2.660355, 1.570506, -3.355226)
H (-1.309221, -0.503438, 4.657285)
H (-1.239819, 2.403590, -0.032626)
H (4.504295, -2.303465, 1.793283)
H (-1.855429, 1.312823, -1.416868)
H (-0.013241, -0.996524, -4.846546)
H (4.033764, -3.625538, -1.839991)
H (2.456746, -0.677494, 2.305148)
H (1.267548, 1.469064, -4.443511)
H (-3.805992, 1.220103, 2.192177)
H (-1.466664, -2.456310, -0.678259)
H (2.334824, 0.065661, -4.255709)
H (5.420237, -2.977172, -0.913299)
H (-0.901687, -2.069698, 3.954212)
H (-0.359413, 1.221954, 4.723941)

Cartesian forces (eV/Å) of the 2 atoms listed first:
V 0.6129 -0.4800 1.2758
O -0.8418 -0.5409 -0.2018

4.
This record from OMol25 describes C13H26NOPRu as an isolated structure. The level of theory is ωB97M-V/def2-TZVPD.

Maximum force in eV/Å: 5.78
Highest occupied orbital energy (alpha / beta) in eV: -7.7 / -11.9
Net charge: +1
DFT total energy in eV: -29294.856
Spin multiplicity: 6

CARTESIAN COORDINATES (ANGSTROEM)
Ru (0.871908, -0.627602, -0.671595)
P (2.923948, 0.183204, -1.314201)
O (0.292925, -1.532121, -3.516486)
N (-2.050039, 1.771105, 1.400846)
C (3.315267, -0.163368, -3.068519)
C (-1.571747, -2.383917, -0.703168)
C (0.541928, -1.174523, -2.427868)
C (3.259562, 1.951381, -1.206937)
C (4.181156, -0.764242, -0.407955)
C (-3.516418, 1.552651, 1.510039)
C (-2.854858, -1.372548, 1.533776)
C (-1.080580, -1.270212, -0.051081)
C (-2.779941, -2.941727, -0.310084)
C (-1.667185, 2.926435, 2.273973)
C (-1.724297, -0.708247, 1.038267)
C (-3.418662, -2.424345, 0.816371)
C (-1.211374, 0.526135, 1.702251)
H (-0.636357, 3.186425, 2.073639)
H (-3.289415, -1.042418, 2.484021)
H (1.887978, 0.018274, 0.437204)
H (-2.307917, 3.749894, 1.987552)
H (5.218853, -0.500462, -0.649464)
H (-0.192069, 0.775763, 1.372853)
H (1.130252, -2.376595, 0.554372)
H (3.252270, -1.240455, -3.279979)
H (4.001764, -0.582817, 0.660189)
H (4.316781, 0.181479, -3.357686)
H (-1.829435, 2.001020, 0.408695)
H (0.057774, 0.743165, -0.997128)
H (-4.371497, -2.823788, 1.177223)
H (-1.203128, 0.383337, 2.791848)
H (4.267488, 2.252511, -1.519658)
H (3.104126, 2.279670, -0.174365)
H (-3.766531, 1.141931, 2.498931)
H (1.645065, -2.106673, 0.034607)
H (-1.807224, 2.673486, 3.322590)
H (-3.212334, -3.814414, -0.808545)
H (2.586839, 0.340963, -3.718496)
H (-1.089320, -2.852232, -1.540297)
H (4.007709, -1.835621, -0.591765)
H (-3.826841, 0.890724, 0.704045)
H (-3.989727, 2.523793, 1.364834)
H (2.533303, 2.484982, -1.832852)

Cartesian forces (eV/Å) of the 2 atoms listed first:
Ru -2.0954 1.8326 0.9111
P 1.4014 -0.0375 -1.7469

5.
This record from OMol25 describes C13H27Cl2N2OP2Tl as an isolated structure. The level of theory is ωB97M-V/def2-TZVPD.

Maximum force in eV/Å: 5.08
Highest occupied orbital energy in eV: -14.4
Net charge: +2
DFT total energy in eV: -67247.617
Spin multiplicity: 1

CARTESIAN COORDINATES (ANGSTROEM)
Tl (-0.772212, -0.313529, -0.293614)
Cl (1.680096, -1.241449, -1.480296)
Cl (-3.130404, -0.646904, -1.429864)
P (-0.444247, -2.084888, 1.626324)
P (0.349769, 1.704294, -1.835782)
O (1.822131, 1.536215, 0.993934)
N (-2.925445, 2.342317, 0.059956)
N (-1.309902, 1.634496, 1.597143)
C (-0.719357, 1.752419, 2.787206)
C (-1.242126, 2.544820, 3.800319)
C (2.292769, 0.584223, 0.504839)
C (-0.638209, 1.537212, -3.375002)
C (1.051164, -3.003881, 2.130210)
C (3.355138, -0.353620, 0.463268)
C (-1.533228, -3.372337, 0.905359)
C (-3.034177, 3.162281, 2.315665)
C (2.036809, 1.956536, -2.497740)
C (-1.285273, -1.635026, 3.182081)
C (-2.422671, 3.273427, 3.578319)
C (-0.136857, 3.374656, -1.270967)
C (-2.421241, 2.343969, 1.352758)
H (0.771034, -3.855998, 2.769411)
H (0.087919, 4.115872, -2.051184)
H (-1.204844, 3.406679, -1.004564)
H (0.210205, 1.198567, 2.922083)
H (2.433189, 0.974005, -2.786574)
H (-0.652486, -0.946303, 3.759756)
H (-1.495939, -2.535434, 3.778110)
H (-1.434510, -4.300725, 1.482549)
H (-0.692111, 2.600860, 4.734339)
H (-2.881384, 1.441305, -0.442314)
H (1.722193, -2.327371, 2.682462)
H (-1.702660, 1.732409, -3.185478)
H (-2.224894, -1.112714, 2.950687)
H (-2.577594, -3.026728, 0.896163)
H (-1.222492, -3.547207, -0.135433)
H (-2.868246, 3.917497, 4.350503)
H (-3.938712, 3.717857, 2.025391)
H (2.698366, 2.382303, -1.732146)
H (-0.256574, 2.229843, -4.136383)
H (4.057978, -0.259477, 1.271832)
H (-3.844035, 2.774786, 0.004551)
H (1.574198, -3.354075, 1.226860)
H (2.893926, -1.360171, 0.452701)
H (3.831282, -0.252342, -0.532064)
H (0.431898, 3.613943, -0.364917)
H (1.991422, 2.633154, -3.364183)
H (-0.538154, 0.503443, -3.729629)

Cartesian forces (eV/Å) of the 2 atoms listed first:
Tl -0.2579 0.7881 -0.6500
Cl -1.3176 0.0711 -0.0871

maximum force of number 1 (C13H26N3O3Pb)?
6.11 eV/Å

Which formula does entry 5 have?
C13H27Cl2N2OP2Tl